DFT (ωB97M-V with the def2-TZVPD basis set) results for a 14-piece molecular cluster, C36H109N9O14 overall.

Structure (XYZ):
```
168
C36H109N9O14 ωB97M-V with the def2-TZVPD basis set
C 23.77141 -21.60816 -14.02070
C 24.13236 -22.95493 -13.39364
C 25.47577 -23.59188 -13.88913
O 25.40620 -23.91970 -15.26252
C 25.13260 -25.20446 -15.61690
N 24.30518 -22.62075 -11.94465
H 24.57116 -20.97194 -13.64158
H 22.83448 -21.13161 -13.73232
H 23.89250 -21.57655 -15.10349
H 23.21961 -23.55049 -13.41075
H 25.91425 -24.38544 -13.28406
H 26.20899 -22.81832 -13.66089
H 25.99105 -25.87503 -15.65554
H 24.73532 -25.23206 -16.63155
H 24.39720 -25.64091 -14.94102
H 24.93850 -21.83405 -11.95431
H 23.51316 -22.02264 -11.75738
C 19.48232 -18.62470 -10.96953
C 20.80556 -17.85650 -11.14215
C 21.52891 -17.57249 -9.81292
O 20.77118 -16.65678 -9.06945
C 21.41420 -16.19837 -7.87515
N 21.59947 -18.57974 -12.11920
H 19.68992 -19.67521 -10.76597
H 18.75985 -18.72184 -11.77989
H 18.96865 -18.24779 -10.08512
H 20.58705 -16.85053 -11.50047
H 22.54016 -17.26430 -10.07841
H 21.68878 -18.53382 -9.32465
H 22.44347 -15.92852 -8.11152
H 21.42375 -17.11622 -7.28731
H 20.89517 -15.52173 -7.19628
H 21.78928 -19.51303 -11.78300
H 20.97420 -18.73995 -12.89603
C 21.32824 -21.33187 -7.18395
C 19.94700 -20.76006 -6.71212
C 19.78962 -19.61786 -5.75475
O 18.42006 -19.21561 -5.77378
C 18.13735 -18.38444 -4.64507
N 19.36191 -20.52655 -7.99682
H 21.29306 -22.33996 -7.59702
H 22.06781 -21.40394 -6.38649
H 21.87598 -20.74760 -7.92336
H 19.32907 -21.56978 -6.32403
H 20.57556 -18.92079 -6.04543
H 20.14652 -20.03082 -4.81126
H 18.45544 -18.82489 -3.70012
H 17.07227 -18.17686 -4.54204
H 18.54706 -17.39197 -4.83278
H 18.39348 -20.24883 -7.92528
H 19.80453 -19.81985 -8.56670
C 25.08928 -18.98836 -10.51360
C 26.32273 -19.77013 -10.63495
C 26.39517 -20.75577 -9.47053
O 27.76020 -21.17182 -9.28117
C 27.88718 -22.62128 -9.12535
N 26.42207 -20.49886 -11.87660
H 24.22418 -19.64784 -10.44443
H 24.95105 -18.39333 -11.41633
H 25.19811 -18.29024 -9.68361
H 27.19846 -19.12125 -10.64706
H 25.60327 -21.50405 -9.50311
H 26.26530 -20.23456 -8.52207
H 27.35638 -23.16819 -9.90461
H 27.46024 -22.87965 -8.15629
H 28.94565 -22.88002 -9.15344
H 27.31247 -20.97237 -11.82121
H 26.43616 -20.01940 -12.76543
C 11.17309 -15.81809 -11.58630
C 12.00893 -17.04055 -11.95927
C 13.43016 -16.95826 -11.29051
O 14.33920 -17.88896 -11.91253
C 15.67915 -17.92590 -11.32699
N 11.28324 -18.25980 -11.74124
H 10.09089 -15.87982 -11.70088
H 11.63002 -15.08129 -12.24694
H 11.28924 -15.39556 -10.58827
H 12.17436 -17.07158 -13.03620
H 13.41390 -17.00071 -10.20146
H 14.02516 -16.05170 -11.40107
H 16.31093 -17.16389 -11.78337
H 16.00923 -18.94518 -11.52754
H 15.69452 -17.94374 -10.23724
H 11.84119 -19.05056 -12.03021
H 11.06481 -18.35263 -10.75952
C 22.32690 -16.92986 -3.35765
C 23.70932 -17.68226 -3.48988
C 23.53875 -18.88271 -4.53509
O 22.61877 -19.96249 -4.14820
C 23.27700 -20.87951 -3.22397
N 24.61993 -16.64855 -4.08328
H 22.24873 -16.22425 -2.53055
H 21.49500 -17.63331 -3.32296
H 22.16229 -16.33269 -4.25453
H 24.11642 -18.00032 -2.53009
H 24.54532 -19.28139 -4.66149
H 23.33199 -18.54457 -5.55048
H 23.52657 -20.23589 -2.38042
H 24.16549 -21.30041 -3.69463
H 22.67301 -21.67842 -2.79380
H 24.81641 -15.93273 -3.39837
H 25.50302 -17.05403 -4.35868
C 16.66160 -23.94682 -14.33574
C 16.49210 -23.03911 -15.56010
C 16.88095 -21.57823 -15.39314
O 18.19691 -21.38582 -14.83308
C 18.58636 -20.06155 -14.55771
N 17.20900 -23.67779 -16.68645
H 16.02819 -23.54040 -13.54725
H 17.69609 -24.12346 -14.04126
H 16.29360 -24.93563 -14.60948
H 15.45510 -22.98856 -15.89203
H 16.17381 -21.08678 -14.72491
H 16.81858 -21.16392 -16.39940
H 19.61885 -20.02507 -14.21026
H 17.89651 -19.58401 -13.86189
H 18.60228 -19.51233 -15.49910
H 16.73909 -24.55115 -16.87762
H 18.06954 -24.04707 -16.30803
C 24.21540 -14.20729 -13.74725
C 22.89489 -14.78481 -14.14799
C 23.07696 -15.76492 -15.39372
O 21.71073 -16.18791 -15.75005
C 21.62235 -17.61076 -16.22186
N 22.21815 -15.45687 -12.99065
H 25.04949 -14.90617 -13.68444
H 24.06307 -13.75303 -12.76819
H 24.52241 -13.44343 -14.46164
H 22.34524 -13.91365 -14.50445
H 23.75697 -16.61518 -15.34135
H 23.37237 -15.19139 -16.27230
H 22.45018 -18.00226 -16.81306
H 20.65137 -17.67442 -16.71303
H 21.56556 -18.19442 -15.30304
H 21.32538 -15.77468 -13.34000
H 22.64006 -16.34331 -12.75335
C 19.16867 -17.18036 -0.99331
C 18.43986 -15.85240 -0.88680
C 18.45883 -15.00601 -2.14709
O 19.82137 -14.58481 -2.40909
C 20.14949 -14.27964 -3.74654
N 17.03126 -15.96582 -0.51940
H 18.64140 -17.92411 -1.59074
H 19.43340 -17.59788 -0.02187
H 20.11967 -17.11826 -1.52231
H 18.91279 -15.16513 -0.18530
H 17.83076 -14.11515 -2.14456
H 18.06789 -15.74980 -2.84139
H 19.62704 -13.34566 -3.95351
H 19.88800 -15.09715 -4.41841
H 21.22739 -14.13687 -3.82299
H 16.85368 -16.66244 0.19003
H 16.94872 -15.06392 -0.07234
O 21.90642 -21.41250 -11.18083
H 22.11630 -21.47689 -10.24914
H 21.83499 -22.32088 -11.47406
O 19.35184 -15.06586 -10.22942
H 19.98867 -14.35126 -10.23513
H 19.81666 -15.79833 -9.82487
O 23.81333 -14.82061 -6.27925
H 24.33083 -15.57112 -5.98742
H 23.63853 -14.32417 -5.47974
O 18.66665 -16.01658 -13.03726
H 18.71058 -15.88431 -12.09026
H 18.62431 -15.13235 -13.40137
O 23.81341 -12.92638 -8.79543
H 24.56686 -12.36175 -8.62299
H 23.50122 -13.18174 -7.92736
```

The relative energy (zero: lowest compared OMol25 entry of this formula, charge and spin) comes out at 4.5971 eV. As for the total charge: 0. The value obtained for the highest occupied orbital energy is -8.7 eV.

Mulliken atomic charge list, values in e, 2 entries: -0.816, 0.601

DFT (ωB97M-V with the def2-TZVPD basis set) results for C36H22AuClF5IN6O2S4 as an isolated structure.

Structure (XYZ):
```
78
C36H22AuClF5IN6O2S4 ωB97M-V with the def2-TZVPD basis set
Au -0.42130 0.06272 0.79408
Cl -4.06630 -4.46938 4.75728
C -2.99270 -3.26648 4.15378
C -2.35240 -2.42188 5.03388
C -1.48680 -1.45408 4.55118
I -0.49850 -0.12668 5.83468
C -1.22230 -1.26338 3.18688
O -0.43850 -0.32008 2.82458
C -1.88860 -2.16228 2.27848
N -1.65490 -2.00168 0.96818
C -2.25730 -2.76528 0.09408
C -3.13830 -3.78578 0.46488
C -3.40220 -3.97388 1.79758
C -2.77850 -3.15788 2.76008
H -2.53630 -2.50798 6.09378
H -2.04710 -2.55738 -0.94732
H -3.59930 -4.40658 -0.28722
H -4.09230 -4.73538 2.12578
S -4.01700 6.25602 1.11668
C -4.08360 4.61032 0.98638
S -2.80310 3.60752 1.63868
C -3.67820 2.18222 1.00968
N -4.76840 2.51142 0.41438
N -5.02650 3.82842 0.39948
C -6.24290 4.20332 -0.22082
C -6.69980 5.51392 -0.31562
C -7.91190 5.77812 -0.93122
C -8.67880 4.75772 -1.46472
C -8.22650 3.45182 -1.36512
C -7.02320 3.17242 -0.74962
S -3.14580 0.59792 1.22458
H -6.12720 6.33242 0.08668
H -8.25760 6.79832 -0.98832
H -9.61800 4.97462 -1.95202
H -8.81570 2.63952 -1.76282
H -6.67000 2.15852 -0.66202
C 8.22510 -2.24328 0.02188
C 6.93500 -1.95818 -0.67842
C 6.85670 -1.01368 -1.69252
C 5.66060 -0.73108 -2.32702
C 4.50900 -1.41598 -1.96152
N 3.25050 -1.16438 -2.53672
C 3.01090 -0.63938 -3.76092
O 3.82840 -0.34508 -4.59682
N 1.64450 -0.50958 -4.08732
C 0.53780 -0.22998 -3.32742
C -0.72520 -0.24018 -3.93692
C -1.84840 0.02092 -3.18142
C -1.71140 0.27532 -1.82762
N -0.51350 0.32292 -1.24962
C 0.58070 0.09792 -1.96902
C 4.57510 -2.37268 -0.95142
C 5.77290 -2.63538 -0.31892
H 9.07260 -1.82918 -0.51872
H 8.36610 -3.31488 0.13598
H 8.20200 -1.81178 1.02168
H 7.74780 -0.49158 -2.00652
H 5.62810 0.01112 -3.10672
H 2.47940 -1.58858 -2.03602
H 1.52070 -0.41588 -5.08922
H -0.80940 -0.45358 -4.99122
H -2.82920 0.02422 -3.62832
H -2.56770 0.44402 -1.19232
H 1.51580 0.20012 -1.44852
H 3.67840 -2.90328 -0.66402
H 5.80960 -3.38588 0.45798
F 6.97670 1.32762 2.12208
C 5.77860 0.79442 1.86488
C 4.90860 1.41572 0.97368
F 5.26260 2.56152 0.37988
C 3.68730 0.83222 0.67348
F 2.87900 1.45292 -0.20192
C 3.28550 -0.38058 1.24348
S 1.86130 -1.24888 0.76658
C 4.16840 -0.97308 2.15908
F 3.83880 -2.13658 2.72218
C 5.39450 -0.40248 2.46918
F 6.22390 -1.00748 3.32648
```

As for the expectation value of S²: 2.049. As for the total charge: 0. The value obtained for the highest occupied orbital energy (spin up / spin down) is -7.4 / -7.4 eV. The spin multiplicity is 3.

Mulliken atomic charge list, values in e, 2 entries: 0.640, -0.215

| no. | total energy (Eh) |
| --- | --- |
| 1 | -2982.814151 |
| 2 | -4849.681493 |